# 1
The following is a quantum chemistry calculation of C16H20N3O3PtS5 as an isolated structure in a non-equilibrium geometry, from the Open Molecules 2025 dataset.

Values from the calculation:
Frontier orbital gap: 6.38 eV
HOMO level: -3.934 eV
Calculated total energy: -84958.0210 eV
Net charge: -1

Geometry as XYZ:
```
48
Properties=species:S:1:pos:R:3:forces:R:3
C 0.9678 -1.0829 2.8957 0.02 -0.02 -0.02
S 1.5125 -2.9775 -0.8869 -0.12 -0.10 0.47
C -0.8047 -2.8519 3.1727 -0.01 -0.03 -0.02
H 3.4440 3.0257 -3.0757 0.00 0.00 0.00
H -1.8979 3.4560 0.1582 0.01 0.01 0.01
H 1.3830 -1.6803 2.0830 -0.01 0.01 -0.01
H -1.3390 3.2118 1.8086 0.01 -0.01 0.00
C -0.1914 -6.8399 -1.7672 -0.01 -0.07 -0.01
C -1.1883 -0.8765 1.8119 0.12 -0.43 -0.20
H 1.7789 3.1892 -3.6245 0.00 0.01 0.00
H -0.8936 0.4795 4.1665 0.00 0.00 0.00
C 0.5522 2.7759 -1.1087 0.08 0.00 -0.03
S -1.4198 -5.7676 -2.3244 -0.01 0.00 -0.04
N -1.1762 2.7939 -2.8514 0.04 -0.02 0.02
H 2.1093 4.2214 -1.3389 -0.01 0.00 0.01
C -1.1814 2.9062 0.7729 -0.01 0.01 -0.02
H -0.3644 -3.2170 4.1027 0.02 -0.01 -0.01
O -0.4014 4.7557 -2.0588 0.01 0.00 -0.02
H 0.4553 4.2676 0.4129 0.03 0.00 -0.01
H -1.8751 -3.0591 3.1875 0.00 0.01 0.03
C -0.5365 -1.3488 3.0446 0.06 0.17 0.05
C -0.3751 3.5406 -2.0372 -0.02 0.00 -0.02
O -2.0421 0.8952 -3.7091 -0.03 0.00 0.03
C 0.3935 1.2806 -1.2484 0.03 0.05 0.03
S -1.3539 -2.7140 -2.2554 -0.27 -0.36 -0.21
C 2.0082 3.1417 -1.4617 0.00 -0.01 -0.04
H -0.3622 -3.3921 2.3356 0.00 0.01 -0.02
S -0.3047 -8.4907 -1.8490 0.00 0.05 0.00
C 0.2501 3.1980 0.3404 -0.04 -0.02 0.01
N -0.4364 0.6842 -2.0974 -0.32 -0.11 0.51
H 1.4752 -1.3430 3.8271 0.00 -0.02 -0.01
Pt 0.0817 -1.2826 -1.3524 0.90 0.28 -0.90
C -0.6250 -4.2699 -1.9249 0.02 0.16 0.00
C 2.4167 2.7243 -2.8693 0.00 -0.01 -0.01
C -1.2663 1.3845 -2.9258 -0.01 -0.02 -0.03
H 0.9582 2.6693 0.9812 0.00 0.00 0.01
H -1.7925 3.2915 -3.4773 0.00 0.00 0.01
C -1.1051 -0.5876 4.2468 0.00 -0.01 -0.03
H -2.1853 -0.7193 4.3183 0.00 -0.01 0.01
H 2.3568 1.6414 -2.9954 -0.01 0.00 0.00
O 1.0886 0.5118 -0.5365 0.03 -0.04 -0.09
S 1.1620 -6.0061 -1.1061 0.04 -0.01 0.03
H 2.6472 2.6496 -0.7267 0.01 0.02 0.01
H -1.4146 1.8439 0.6965 0.00 -0.02 0.00
H -0.6469 -0.9652 5.1625 0.01 0.01 0.00
N -1.6012 -0.6530 0.7627 -0.50 0.46 0.42
C 0.5828 -4.3817 -1.3493 -0.03 0.07 0.03
H 1.1571 -0.0328 2.6701 0.00 0.01 0.03
```
Positions in Å, forces in eV/Å.



# 2
The following is a quantum chemistry calculation of one molecule with the formula C16H20N4O3S in a non-equilibrium geometry, from the Open Molecules 2025 dataset.

Values from the calculation:
Frontier orbital gap: 8.61 eV
HOMO level: -8.242 eV
SMILES string: Cc1cccc(Nc2ccncc2S(=O)(=O)NC(=O)NC(C)C)c1
Calculated total energy: -39855.4602 eV
Net charge: 0

Geometry as XYZ:
```
44
Properties=species:S:1:pos:R:3:forces:R:3
C 1.2871 -4.0892 -1.5882 -0.25 0.17 0.15
H 0.0897 -0.9411 -2.4189 -0.01 0.07 -0.02
C -1.3203 1.4744 -2.1958 -0.01 0.10 -0.01
S 1.1015 -0.4167 3.2709 0.37 -0.26 -0.49
H 0.6184 5.1675 -2.4554 0.03 0.09 -0.02
N 1.5806 -1.0364 1.7527 -0.13 0.27 0.99
C -1.1093 0.6415 2.0882 -0.45 0.07 0.20
H 1.5399 -1.7517 -3.0230 0.13 0.03 -0.09
H -1.1448 -1.4793 4.7339 0.06 -0.08 0.07
H -0.6032 2.8176 -3.6976 0.00 0.04 -0.12
C 0.3672 3.1486 -1.8172 -0.01 -0.13 -0.01
C -1.5244 -0.8386 3.9513 0.19 -0.09 0.09
H 1.6497 4.0159 -3.2953 0.06 0.03 -0.05
H -2.0001 0.9697 -2.8667 -0.06 -0.05 -0.06
O 1.4226 -1.3552 4.2931 -0.43 -0.14 0.00
C -0.3661 1.7173 -0.0096 -0.14 0.02 -0.39
O 1.7778 0.8578 3.2892 -0.06 0.09 -0.02
H 2.3003 -3.9419 -1.9579 0.13 0.00 -0.06
H -0.4021 -2.9080 -0.9513 0.16 0.03 -0.07
H 2.4768 -0.7019 1.4397 0.04 0.24 0.08
C 0.4435 2.7426 -0.4953 -0.09 -0.06 0.01
H -0.0543 -2.4225 -3.3717 -0.03 -0.06 -0.15
H -4.3736 0.0921 2.7804 -0.08 0.08 -0.09
C -2.5032 0.7358 1.9615 0.25 -0.05 0.01
N -2.8329 -0.7297 3.8298 -0.19 -0.32 0.42
C -0.6405 -0.1805 3.1200 0.72 0.14 -0.11
N -0.2191 1.3281 1.3176 0.34 0.15 0.13
H 1.3303 -4.6601 -0.6644 0.03 -0.09 0.07
N 1.3070 -2.0010 -0.3141 0.32 0.04 -0.12
C -1.2411 1.0671 -0.8761 0.04 0.01 0.13
C 0.5406 -1.9097 -2.6215 -0.15 -0.10 0.27
C -0.5316 2.5088 -2.6654 -0.01 -0.01 -0.02
H -2.9410 1.3624 1.2014 -0.05 0.04 -0.04
C 0.6055 -2.7446 -1.3454 -0.07 -0.11 -0.19
H 1.1372 3.2232 0.1802 0.08 0.10 0.08
H 0.7305 -4.6620 -2.3244 -0.02 -0.10 -0.12
O -0.3390 -2.1184 1.2374 -0.40 -0.33 0.01
C -3.2953 0.0353 2.8480 0.07 0.15 -0.23
C 0.7708 -1.7656 0.9054 -0.17 -0.12 -0.18
H -1.8261 0.2318 -0.5243 -0.07 -0.09 0.03
H 0.6863 1.4834 1.7498 -0.16 0.10 -0.17
C 1.2216 4.2688 -2.3273 -0.04 0.03 0.01
H 2.0264 4.4946 -1.6326 0.08 0.05 0.01
H 2.2569 -1.7304 -0.5110 -0.02 0.05 0.05
```
Positions in Å, forces in eV/Å.



# 3
The following is a quantum chemistry calculation of one molecule with the formula C16H20N4O3S in a non-equilibrium geometry, from the Open Molecules 2025 dataset.

Values from the calculation:
Frontier orbital gap: 8.96 eV
HOMO level: -8.370 eV
SMILES string: Cc1nc(S(=O)(=O)Nc2ccccc2C(=O)NCC2CC2)cn1C
Calculated total energy: -39854.4113 eV
Net charge: 0

Geometry as XYZ:
```
44
Properties=species:S:1:pos:R:3:forces:R:3
H 5.7007 2.6571 -0.4811 0.05 -0.06 0.01
H -5.6992 0.7583 2.5444 0.01 0.06 0.06
H 1.8417 2.6285 0.8327 -0.03 0.02 0.01
C -3.4750 -1.7806 1.6339 0.01 0.03 0.29
C 4.4495 -0.2670 -0.9110 -0.10 -0.40 -0.24
N -2.8716 -1.0869 0.5174 -0.28 0.11 -0.02
H 0.4748 -2.1847 -0.3856 0.12 -0.05 0.11
N 0.7333 -1.8169 -1.3023 1.09 -0.67 0.21
H -2.6725 -2.3412 2.1205 -0.19 0.00 -0.09
H 3.2610 3.4344 0.1404 -0.01 0.12 0.02
H -5.3447 -0.8711 4.4467 0.02 0.08 0.05
C -1.7650 0.8823 -1.2389 0.10 -0.05 -0.05
H 0.0424 1.8175 -3.9253 0.04 0.03 -0.07
C -1.3553 1.6483 -2.3111 -0.10 0.12 -0.02
H 3.3869 2.6164 1.7021 -0.01 0.08 0.09
O 2.7749 -3.1757 -0.9156 -0.21 0.12 0.24
H -3.3994 -0.1232 3.0486 -0.05 0.05 0.05
H 5.3040 -0.8013 -1.2675 0.27 -0.08 -0.06
C 5.7295 1.6799 0.0054 0.31 0.32 0.15
H 5.8368 1.8292 1.0817 0.04 -0.02 -0.07
H -2.5950 1.2278 -0.6379 -0.05 0.00 0.05
C 0.0334 -0.6766 -1.6363 -0.63 0.82 -0.43
C 2.9195 2.5762 0.7186 0.09 0.01 0.00
C -0.2726 1.2333 -3.0734 -0.01 -0.06 0.12
H -5.6384 -2.2458 3.3125 -0.02 -0.10 -0.08
C 3.2571 1.3104 0.0278 -0.13 -0.09 -0.03
H 1.2593 -0.2432 -3.3233 0.01 0.07 -0.13
O -0.7881 -1.8332 0.9068 0.26 -0.15 0.07
C -5.4821 -0.2719 2.3073 -0.06 0.18 -0.08
S 2.3452 -2.0208 -1.6429 0.17 -0.17 0.00
C 3.1201 -0.5766 -0.9536 0.04 -0.06 -0.05
C -1.5478 -1.1270 0.2537 -0.32 0.03 -0.07
H -1.8769 2.5617 -2.5544 -0.05 0.06 -0.01
N 4.5319 0.9419 -0.2810 -0.43 -0.35 -0.15
H 6.5898 1.1254 -0.3630 -0.04 0.03 0.02
H -3.4780 -0.5190 -0.0513 0.15 -0.05 -0.04
O 2.5672 -2.0106 -3.0605 -0.18 0.22 0.12
C 0.4139 0.0849 -2.7420 -0.15 0.05 -0.07
H -5.9910 -0.6296 1.4244 -0.03 -0.10 -0.09
C -1.1009 -0.2939 -0.8941 0.40 -0.05 -0.21
C -5.2751 -1.2369 3.4343 0.06 -0.07 0.11
C -4.1099 -0.8053 2.5980 0.12 -0.18 -0.08
H -4.2280 -2.4846 1.2629 0.05 -0.01 0.07
N 2.3936 0.4100 -0.3680 -0.35 0.17 0.27
```
Positions in Å, forces in eV/Å.



Among the records above, which one has the lowest HOMO level? number 3



Which formula does entry 3 have? C16H20N4O3S